(1)
{
  "formula": "C15H16AsCl3CoN5O5S2Se",
  "method": "ωB97M-V/def2-TZVPD",
  "symbols": ["Co", "O", "C", "C", "O", "C", "C", "O", "C", "O", "O", "Se", "C", "N", "Cl", "C", "Cl", "Cl", "C", "N", "C", "C", "C", "N", "N", "C", "N", "S", "H", "H", "H", "H", "H", "H", "H", "C", "As", "C", "C", "S", "H", "H", "H", "H", "H", "H", "H", "H", "H"],
  "xyz": [[-0.353, 0.196, 0.247], [-3.219, 5.374, 0.751], [-2.607, 4.357, 0.604], [-2.971, 3.202, -0.345], [-3.873, 3.193, -1.154], [-1.971, 2.179, -0.074], [-1.011, 2.620, 0.804], [-0.011, 1.836, 1.092], [-1.315, 3.951, 1.335], [-0.727, 4.584, 2.177], [-1.867, 0.964, -0.578], [0.772, -3.700, -1.892], [-0.080, -2.400, -1.037], [-0.634, -1.524, -0.500], [-1.058, -1.343, 5.395], [-0.895, 0.180, 4.511], [-2.023, 1.387, 5.112], [0.762, 0.770, 4.580], [-1.203, -0.077, 3.095], [-1.393, -0.247, 1.983], [2.814, -4.581, 1.827], [2.342, -3.519, 2.828], [2.202, -2.182, 2.177], [1.090, -1.695, 1.775], [1.235, -0.477, 1.139], [2.469, -0.035, 1.140], [2.844, 1.193, 0.745], [3.570, -1.152, 1.848], [2.881, -5.553, 2.315], [3.797, -4.334, 1.424], [2.115, -4.654, 0.993], [3.040, -3.448, 3.664], [1.361, -3.779, 3.223], [2.158, 1.807, 0.332], [3.815, 1.398, 0.593], [-1.905, -0.965, -3.128], [-0.641, 0.465, -3.164], [-1.536, 2.038, -3.773], [0.518, 0.026, -4.635], [0.793, 0.779, -1.579], [-2.461, -0.878, -4.063], [-2.561, -0.845, -2.274], [-1.380, -1.915, -3.085], [-1.907, 1.819, -4.775], [-0.822, 2.857, -3.816], [-2.369, 2.288, -3.121], [-0.073, -0.100, -5.541], [1.053, -0.893, -4.403], [1.234, 0.835, -4.772]],
  "lowdin_charge": [0.224, 0.162, -0.235, -0.277, 0.107, -0.273, -0.274, -0.146, -0.270, 0.124, -0.191, 0.530, -0.940, -0.031, 0.637, -1.610, 0.666, 0.665, -0.295, 0.245, -0.090, -0.232, -0.589, 0.060, -0.099, -0.688, 0.116, 1.131, 0.076, 0.073, 0.050, 0.107, 0.115, 0.050, 0.108, -0.224, 0.862, -0.217, -0.256, 0.491, 0.052, 0.040, 0.000, 0.046, 0.049, 0.031, 0.044, 0.034, 0.038],
  "e_lumo_ev": [-1.04, -1.05],
  "fmax_ev_per_a": 0.71,
  "charge": 0,
  "energy_ev": -256551.087,
  "orbital_gap_ha": [0.254, 0.254],
  "de_lowest_kcal_mol": 9.36,
  "molar_mass_da": 729.631
}

(2)
{
  "formula": "C3H2N2S",
  "method": "ωB97M-V/def2-TZVPD",
  "symbols": ["C", "C", "C", "N", "N", "S", "H", "H"],
  "xyz": [[-0.841, -0.383, -0.606], [0.444, -0.330, -0.340], [-1.983, 0.100, -0.480], [1.758, -0.607, -0.268], [1.070, 0.854, 0.154], [-3.400, 0.656, 0.008], [2.073, -1.349, 0.405], [0.879, 1.059, 1.126]],
  "lowdin_charge": [-0.085, -0.408, -0.702, 0.144, 0.158, 0.668, 0.132, 0.093],
  "smiles": "S=C=C=C1NN1",
  "e_lumo_ev": -0.88,
  "fmax_ev_per_a": 3.16,
  "charge": 0,
  "energy_ev": -16953.102,
  "orbital_gap_ha": 0.278,
  "de_lowest_kcal_mol": 99.21,
  "molar_mass_da": 98.130
}

(3)
{
  "formula": "C9H14",
  "method": "ωB97M-V/def2-TZVPD",
  "symbols": ["C", "C", "H", "H", "H", "H", "H", "H", "C", "C", "C", "C", "C", "C", "C", "H", "H", "H", "H", "H", "H", "H", "H"],
  "xyz": [[-1.680, 0.395, 2.172], [-2.365, -0.849, 1.511], [-0.750, 0.459, 1.649], [-2.258, 1.338, 1.868], [-1.717, 0.187, 3.241], [-3.439, -0.740, 1.435], [-2.020, -1.768, 2.013], [-2.124, -1.116, 0.550], [2.322, 1.907, -0.532], [1.144, -1.750, -0.947], [2.053, -0.637, -0.663], [-0.205, -1.526, -1.265], [1.561, 0.662, -0.727], [-0.579, -0.180, -1.407], [0.201, 0.903, -1.026], [1.695, -2.714, -0.971], [3.032, -0.928, -0.889], [-0.834, -2.382, -1.308], [-1.598, -0.030, -1.760], [3.338, 1.656, -0.399], [1.812, 2.612, 0.123], [-0.123, 1.974, -1.174], [2.533, 2.525, -1.494]],
  "lowdin_charge": [-0.144, -0.170, 0.030, 0.076, 0.045, 0.047, 0.066, -0.013, -0.131, -0.198, -0.119, -0.210, -0.382, -0.211, -0.179, 0.048, 0.053, 0.058, 0.072, 0.035, 0.058, 0.081, 0.087],
  "e_lumo_ev": [4.10, 4.03],
  "fmax_ev_per_a": 3.15,
  "charge": -1,
  "energy_ev": -9557.207,
  "orbital_gap_ha": [0.116, 0.275],
  "multiplicity": 2,
  "de_lowest_kcal_mol": 36.66,
  "molar_mass_da": 122.211
}

(4)
{
  "formula": "C7H13NO",
  "method": "ωB97M-V/def2-TZVPD",
  "symbols": ["C", "C", "C", "C", "C", "C", "C", "N", "O", "H", "H", "H", "H", "H", "H", "H", "H", "H", "H", "H", "H", "H"],
  "xyz": [[1.214, 0.309, -0.156], [-1.922, -1.631, 0.593], [-1.468, 1.968, -0.360], [0.884, -0.557, -1.366], [2.472, -0.187, 0.547], [0.045, 0.463, 0.997], [-1.208, 0.604, 0.204], [-2.092, -0.301, 0.090], [0.230, 0.321, 2.167], [1.369, 1.343, -0.486], [-1.747, -2.311, -0.245], [-2.853, -1.927, 1.078], [-1.109, -1.766, 1.318], [-2.537, 2.108, -0.497], [-1.101, 2.756, 0.296], [-0.969, 2.071, -1.322], [0.629, -1.569, -1.053], [0.059, -0.148, -1.946], [3.336, -0.087, -0.109], [2.361, -1.231, 0.832], [2.664, 0.381, 1.455], [1.741, -0.609, -2.037]],
  "lowdin_charge": [-0.325, -0.123, -0.018, -0.070, -0.083, -0.309, -0.350, 0.051, 0.131, 0.133, 0.080, 0.079, 0.078, 0.085, 0.087, 0.080, 0.080, 0.073, 0.078, 0.085, 0.076, 0.084],
  "smiles": "C/N=C(/C)C(=O)C(C)C",
  "e_lumo_ev": 0.92,
  "fmax_ev_per_a": 4.08,
  "charge": 0,
  "energy_ev": -11006.408,
  "orbital_gap_ha": 0.360,
  "de_lowest_kcal_mol": 31.00,
  "molar_mass_da": 127.187
}